18
Properties=species:S:1:pos:R:3 method="wB97M-V/def2-TZVPD" max_force_ev_per_a=5.39 e_above_lowest_ev=9.444 e_homo_ha=-0.3500 lumo_energy_ev=0.78
C 1.893 -1.198 -0.347
C 0.580 -1.570 0.263
C -2.456 0.265 -0.508
C 0.152 0.649 0.933
H 2.448 -0.603 0.305
H 2.423 -2.211 -0.486
H 1.541 -0.579 -1.240
H 0.197 -2.258 -0.422
H 0.574 -1.918 1.232
H -2.770 1.368 0.115
H -1.928 0.520 -1.602
H -3.565 -0.511 -0.872
H -0.316 0.774 1.915
H 1.140 0.534 -1.081
N -0.286 -0.450 0.007
N 0.624 1.733 0.536
O -1.650 -0.728 0.227
O 1.260 1.605 -0.690